# 1
C4H7F2N3 | ωB97M-V/def2-TZVPD

Output
LUMO energy, eV: 0.73
Frontier orbital gap, eV: 10.04
SMILES: CC(F)(F)[C@H]1CNN=N1
HOMO, eV: -9.316
Net charge: 0

Cartesian coordinates (Å):
C1 1.650595 -1.275118 0.469172
C2 1.257246 0.174803 0.523832
F1 1.062782 0.654954 1.660481
F2 2.247202 0.956207 -0.025668
C3 -0.078414 0.532092 -0.538266
C4 -1.348970 -0.322097 -0.210223
N1 -2.253946 0.816873 -0.006033
N2 -1.706983 2.013204 -0.229708
N3 -0.519367 1.949156 -0.464726
H1 0.749179 -1.878386 0.124914
H2 2.048943 -1.537564 1.410812
H3 2.376520 -1.492321 -0.296762
H4 0.632948 0.441257 -1.459787
H5 -1.684852 -0.742243 -1.136349
H6 -1.319647 -1.019412 0.611860
H7 -3.113230 0.728588 -0.433544

Forces on atoms 1 to 2 (eV/Å):
-1.841 -0.465 -1.383
-1.606 0.377 -6.366

# 2
C4H7F2NO | ωB97M-V/def2-TZVPD

Output
LUMO energy (alpha / beta), eV: 0.12 / 0.25
Frontier orbital gap (alpha / beta), eV: 7.60 / 8.23
HOMO (alpha / beta), eV: -7.474 / -7.979
Net charge: 0

Cartesian coordinates (Å):
C1 0.648508 -0.721136 -0.085221
C2 -0.527465 -1.297441 -1.047654
C3 0.278082 1.549260 -0.569446
C4 0.092909 0.789670 1.642108
N1 0.417079 0.578127 0.395174
O1 -1.784964 -1.259313 -0.421150
F1 1.185918 1.307483 -1.572358
F2 0.434669 2.768489 -0.128749
H1 0.290227 -1.352673 0.804569
H2 1.705655 -0.857031 -0.320362
H3 -0.466812 -0.460604 -1.793536
H4 -0.407233 -2.274006 -1.389492
H5 -0.009455 1.783412 1.918639
H6 -1.904749 -0.580965 0.236464
H7 0.047630 0.026728 2.331014

Forces on atoms 1 to 2 (eV/Å):
-2.195 -4.786 1.836
1.057 5.270 0.319

Number 1: total energy -14164.060 eV. Number 2: total energy -13230.004 eV.